C36H81N3O6 as an isolated structure in a non-equilibrium geometry, computed with ωB97M-V/def2-TZVPD.

The geometry in ORCA input format:
```
! wB97M-V def2-TZVPD RIJCOSX def2/J DEFGRID3
* xyz 0 1
H -0.756 5.806 1.369
O -4.221 4.075 3.857
H 3.603 -5.710 -2.919
H -4.158 0.782 4.733
H -0.706 -1.933 1.337
C 3.366 -2.745 1.106
H 0.837 0.658 -3.790
H 0.804 -4.267 -1.143
C -0.033 -1.206 0.884
C 1.281 1.883 2.519
H 0.512 4.477 -2.596
C 1.416 -5.142 -1.363
O -0.854 -2.074 -1.308
H -0.802 -3.535 -2.286
O 2.957 -6.457 0.808
H -5.041 3.796 4.270
H 0.484 -1.238 -3.387
C 1.082 3.973 -1.817
C -1.181 -1.973 -3.756
H 1.327 0.866 2.130
C -0.766 4.362 -0.228
H 0.810 -3.454 1.288
H 0.945 4.661 2.693
C 2.662 3.599 1.344
H 3.292 -1.396 -2.125
C -3.179 4.352 0.957
H -1.108 -1.859 -4.837
H -2.925 -1.957 -2.445
H -0.866 5.032 -1.082
C -2.928 1.218 0.941
H -1.652 0.511 -1.532
H -1.768 4.075 0.090
H 3.103 3.655 2.339
H -1.356 3.097 -2.639
H -2.228 3.829 0.864
C 2.897 -4.165 1.491
H 3.882 -6.711 0.863
H -2.063 1.691 0.476
H 1.025 -6.022 -0.852
H 4.465 -3.566 -1.558
N 3.178 -5.139 0.406
H 2.747 4.543 0.806
N 0.669 2.429 0.097
C -0.554 -0.896 -0.497
H 2.841 -0.695 -4.414
H 1.730 4.650 -1.260
H -3.092 0.303 0.372
H -6.536 3.246 1.410
H -1.654 0.588 2.519
H 0.051 -0.360 1.566
C -0.989 2.540 -1.777
H -0.968 -1.878 -2.241
H 0.283 1.903 2.957
H 0.725 5.753 0.415
H 0.441 -3.428 -3.519
H 2.084 2.062 3.234
H -0.775 2.168 3.906
C 1.303 2.971 1.412
H 1.997 0.799 -2.517
C 3.769 -5.867 -1.853
H 2.938 -1.955 1.724
H 4.780 -4.489 2.639
H 2.750 -3.116 -2.164
H -1.828 2.329 -1.113
C 1.375 -4.199 1.849
C 3.076 -2.280 -0.383
C 2.080 -1.101 -3.747
H -1.153 3.328 2.593
H -3.254 0.095 2.738
H -3.166 -2.460 -4.141
C 3.695 -4.526 2.736
N -3.947 3.045 2.972
C -2.870 2.107 3.423
H 3.575 -1.335 -0.601
C -1.527 2.839 3.492
H -5.045 1.544 0.933
H -3.413 4.617 -0.074
C 0.052 3.235 -0.907
C -4.200 3.401 1.543
H -3.054 5.260 1.548
C -5.730 3.964 1.259
H -0.587 1.660 -2.280
C -0.631 -3.338 -3.344
H 3.478 -6.891 -1.619
H -5.900 4.825 1.907
H 4.434 -2.610 1.276
H -1.502 3.757 4.079
H 1.921 -2.378 -1.978
H 1.451 -5.308 -2.440
H -1.363 1.101 -0.015
H -4.178 2.338 -0.333
C -2.673 0.961 2.420
H 3.474 -3.789 3.508
C -1.582 0.152 -0.505
H 0.723 -0.263 -2.239
H 1.796 3.344 -2.348
C -0.069 5.142 0.845
H -2.443 0.919 5.236
C -3.283 1.431 4.767
H 0.707 0.557 -0.091
O 1.313 1.256 -0.345
H 4.823 -5.758 -1.595
O -0.395 -0.994 -3.087
C 0.446 4.106 1.898
H 0.870 -5.146 1.660
C 1.376 0.075 -3.043
C -4.146 2.128 0.736
H -3.468 2.131 5.582
H 0.309 -0.516 -1.046
C 2.643 -2.038 -2.720
H 3.236 -5.452 3.082
C 2.882 -4.899 -1.036
H 0.970 -1.628 0.941
H 1.769 -2.301 -5.257
H -5.868 4.413 0.275
C -2.651 -1.761 -3.482
H 3.357 3.007 0.749
C 3.404 -3.429 -1.351
H -1.029 -4.017 -4.097
H -2.858 -0.699 -3.609
O 1.258 -1.799 -4.617
H 1.994 -2.148 -0.390
H 1.142 -3.963 2.887
H 3.278 -2.733 -3.270
H -0.405 3.797 2.505
H -2.572 -0.229 -0.254
*
```

energy relative to the best compared isomer or geometry (same formula, charge and spin)	613.4	kcal per mole
strongest force on any atom	9.48	eV/Å
gap between HOMO and LUMO	8.16	eV
highest occupied orbital energy	-7.799	eV

=====

A 5-piece molecular cluster, C27H24F5N2O4S overall in a non-equilibrium geometry, computed with ωB97M-V/def2-TZVPD.

The geometry in ORCA input format:
```
! wB97M-V def2-TZVPD RIJCOSX def2/J DEFGRID3
* xyz -1 1
H 4.263 -4.240 5.797
H 1.685 -2.249 -10.742
C -4.450 -1.554 -2.833
O -2.869 3.175 0.941
C -4.956 -1.931 -5.160
H -4.746 -1.582 -1.791
H -3.384 -1.419 -6.547
C -1.848 2.551 1.442
O -1.550 2.709 2.637
C -5.334 -1.972 -3.823
H -0.740 2.277 5.060
H -0.948 0.162 -8.357
H -2.310 3.312 6.686
H 3.872 -2.169 7.096
C 0.329 -0.952 -9.677
N -1.089 1.695 0.484
C 4.033 -3.313 5.285
C 3.815 -2.149 6.013
H -5.644 -2.260 -5.930
C 3.955 -3.288 3.898
H 3.238 -0.009 3.439
F 2.297 -3.863 -8.812
C 3.524 -0.958 5.356
H 0.936 1.891 2.762
S -1.417 0.045 0.637
O -2.370 -0.290 -0.429
H 0.116 -0.329 -10.538
C -0.270 -0.678 -8.453
C 3.670 -2.095 3.256
C -3.185 -1.100 -3.179
H 1.078 -3.202 -6.625
C 0.621 4.482 7.931
H -6.321 -2.330 -3.550
H -0.466 -1.263 -6.394
H 2.390 0.700 0.559
H 4.113 -4.187 3.314
C -0.748 4.273 7.807
C 1.496 3.889 7.030
H 0.795 1.625 -0.526
H -1.431 4.733 8.513
C -2.824 -1.060 -4.513
C 1.456 -2.820 -8.694
H -2.482 -0.778 -2.421
C -0.371 2.893 5.872
C 0.863 -2.561 -7.471
C -1.244 3.477 6.780
H 3.350 -0.052 5.925
C -0.002 -1.480 -7.348
C 0.360 2.013 0.439
H 0.426 3.142 0.357
C 1.191 1.616 1.710
C 0.989 3.103 6.010
F 1.837 2.533 5.134
C -3.694 -1.467 -5.509
O -0.255 -0.818 0.480
F 3.601 -2.072 1.915
H 2.567 4.033 7.114
C 3.456 -0.928 3.969
C 1.202 -2.026 -9.798
F -1.596 -0.614 -4.853
H 1.006 5.106 8.729
F -2.238 -0.284 2.034
N 2.255 0.907 1.559
*
```

energy relative to the best compared isomer or geometry (same formula, charge and spin)	23.8	kcal per mole
strongest force on any atom	6.77	eV/Å
gap between HOMO and LUMO	7.69	eV
highest occupied orbital energy	-5.286	eV

=====

A 2-piece molecular cluster, C3H6OS2 overall in a non-equilibrium geometry, computed with ωB97M-V/def2-TZVPD.

The geometry in ORCA input format:
```
! wB97M-V def2-TZVPD RIJCOSX def2/J DEFGRID3
* xyz 0 1
H -1.136 -2.880 0.078
H -1.459 1.253 0.564
S 0.770 1.532 -0.294
H -0.490 2.496 1.589
H -1.552 -1.484 -1.055
C -0.819 2.040 0.598
O 3.484 -0.278 0.108
H -1.241 2.896 0.068
S 2.233 -1.043 0.248
H 0.070 -2.323 -1.394
C 0.976 -0.049 0.185
C -0.837 -2.159 -0.694
*
```

energy relative to the best compared isomer or geometry (same formula, charge and spin)	133.6	kcal per mole
strongest force on any atom	4.82	eV/Å
gap between HOMO and LUMO (alpha / beta)	6.99 / 8.20	eV
highest occupied orbital energy (alpha / beta)	-8.574 / -8.468	eV